Record 1
DFT (the ωB97M-V functional and the def2-TZVPD basis) results for C26H29ClErPSi as an isolated structure.

XYZ file:
```
59
Properties=species:S:1:pos:R:3:mulliken_charge:R:1
C -0.79236 -1.93066 3.71644 -0.34
C -0.69046 -2.49180 2.38827 -0.54
C 0.70763 -2.67405 2.09930 -0.17
H -1.52498 -2.63237 1.68401 0.44
C 1.45526 -2.27066 3.25022 -0.63
C 0.54722 -1.77639 4.23200 -0.35
H 0.81884 -1.31606 5.19344 0.42
H -1.71473 -1.58417 4.20293 0.39
H 1.13162 -3.01132 1.14031 0.46
H 2.55313 -2.21894 3.31558 0.38
Er 0.23958 -0.34005 2.32345 0.70
Cl 2.26919 0.78778 1.97747 -0.54
P 0.42443 -0.18907 -1.36880 0.71
C 1.52252 -1.24455 -2.39142 -0.29
C 1.10368 -1.96426 -3.51906 0.09
H 0.06697 -1.91344 -3.83634 0.36
C 2.01049 -2.74296 -4.23890 -0.64
H 1.66763 -3.29625 -5.10959 0.40
C 3.34543 -2.81018 -3.84981 -0.47
H 4.04984 -3.41675 -4.41396 0.37
C 3.77365 -2.09875 -2.72794 -0.56
H 4.81377 -2.14977 -2.41620 0.41
C 2.87338 -1.33247 -1.99829 -0.40
H 3.20586 -0.79068 -1.11753 0.45
C -1.21861 -0.61730 -2.05593 0.10
C -1.86014 -1.74904 -1.51684 -0.28
H -1.37065 -2.31147 -0.72582 0.42
C -3.10256 -2.15027 -1.99068 -0.71
H -3.58132 -3.03126 -1.57046 0.42
C -3.74166 -1.42102 -2.99530 -0.47
H -4.71840 -1.73144 -3.35835 0.37
C -3.12383 -0.29187 -3.52474 -0.68
H -3.61534 0.28370 -4.30495 0.39
C -1.86892 0.10853 -3.06209 -0.05
H -1.39348 0.98633 -3.48802 0.36
C 0.71047 1.45532 -2.12784 -0.04
C 1.41577 1.66591 -3.32121 0.01
H 1.83265 0.81916 -3.85739 0.32
C 1.58283 2.95604 -3.82626 -0.65
H 2.13430 3.10150 -4.75172 0.40
C 1.04540 4.05023 -3.15420 -0.46
H 1.17617 5.05413 -3.55097 0.37
C 0.34226 3.85206 -1.96448 -0.63
H -0.07653 4.70287 -1.43290 0.40
C 0.18394 2.57191 -1.44942 -0.41
H -0.35148 2.42191 -0.51644 0.38
C -1.95054 0.52746 5.79503 -1.16
Si -1.02834 1.15430 4.28210 0.45
C -1.78067 2.71882 3.49436 -1.18
C 0.46338 2.33806 4.49770 -1.28
H -2.87292 -0.00083 5.48877 0.34
H -2.22322 1.38356 6.42649 0.38
H -1.31470 -0.16322 6.37121 0.30
H -1.91008 3.49879 4.26224 0.31
H -1.16683 3.10535 2.65984 0.24
H -2.74125 2.43984 3.10423 0.33
H 0.18576 3.18982 5.13684 0.39
H 1.24805 1.77993 4.96996 0.33
H 0.83288 2.71000 3.52163 0.31
```

The calculation puts the LUMO energy (spin up / spin down) at 0.0022 / 0.0040 Eh. The multiplicity is 4. As for the orbital gap (spin up / spin down): 6.97 / 6.96 eV. The value obtained for the largest force on an atom is 3.59 eV/Å. The value obtained for the total energy is -84742.7697 eV. The value obtained for the HOMO energy (spin up / spin down) is -6.91 / -6.85 eV.

***

Record 2
DFT (the ωB97M-V functional and the def2-TZVPD basis) results for a 2-piece molecular cluster, C5H14 overall.

XYZ file:
```
19
Properties=species:S:1:pos:R:3:mulliken_charge:R:1
C 1.15313 0.81240 1.46107 -0.81
C -0.40041 0.67231 1.16622 -0.07
C -1.28238 1.81894 1.62740 -1.21
H 1.33365 -0.15101 2.17573 0.18
H 1.80212 0.55746 0.59886 0.21
H 1.46676 1.77737 1.86788 0.37
H -0.58726 0.59344 0.11993 0.14
H -0.72433 -0.29421 1.68768 0.34
H -0.63277 2.64816 1.89976 0.28
H -1.81549 1.61750 2.65136 0.21
H -2.02102 2.03447 0.97022 0.39
C -0.34431 -1.69921 -1.55364 -0.27
C 0.73570 -1.36025 -2.57793 -0.99
H -0.36890 -2.78703 -1.25180 0.31
H -1.32038 -1.28016 -1.90968 0.24
H 0.09143 -1.10215 -0.55674 -0.23
H 0.23643 -1.19747 -3.50472 0.29
H 1.24898 -0.53406 -2.22196 0.31
H 1.42904 -2.12651 -2.64963 0.31
```

The calculation puts the LUMO energy at 0.0402 Eh. As for the orbital gap: 11.96 eV. The SMILES is CCC.CC. The value obtained for the largest force on an atom is 5.22 eV/Å. The value obtained for the total energy is -5410.2653 eV. The value obtained for the HOMO energy is -10.86 eV. The energy above the lowest of the compared OMol25 structures with the same formula, charge and spin is 172.2 kJ/mol.